DFT (the ωB97M-V functional and the def2-TZVPD basis) results for one molecule with the formula ClH3N2S.

Properties
* frontier orbital gap: 9.670 eV
* LUMO: 0.68 eV

Last column: Mulliken charge in e.
Positions of all 7 atoms, in Å:
1 N -1.209 0.646 0.507  -0.587
2 N 1.113 0.156 -0.080  -0.304
3 S -0.344 -0.069 -0.663  0.381
4 Cl -0.648 -2.015 -0.157  -0.186
5 H -2.137 0.929 0.192  0.218
6 H 1.880 -0.066 -0.656  0.213
7 H 1.345 0.418 0.857  0.265

***

DFT (the ωB97M-V functional and the def2-TZVPD basis) results for a 2-piece molecular cluster, C3H14N2O overall.

Properties
* frontier orbital gap: 12.551 eV
* charge: +2
* LUMO: -6.87 eV

Last column: Mulliken charge in e.
Positions of all 20 atoms, in Å:
1 C 0.822 0.813 -0.765  -0.605
2 C -0.538 0.291 -0.409  -0.704
3 C -1.039 -0.748 -1.462  -0.688
4 N -2.324 -1.454 -0.938  -0.300
5 N 1.841 0.614 0.403  -0.318
6 H 0.549 1.903 -0.680  0.318
7 H 1.228 0.729 -1.796  0.516
8 H -1.411 0.970 -0.485  0.430
9 H -0.544 -0.091 0.617  0.393
10 H -1.255 -0.187 -2.387  0.364
11 H -0.377 -1.547 -1.840  0.417
12 H -2.880 -1.770 -1.737  0.364
13 H -2.064 -2.336 -0.411  0.376
14 H -2.837 -0.733 -0.404  0.359
15 H 2.670 1.152 0.154  0.401
16 H 2.083 -0.375 0.398  0.336
17 H 1.528 0.833 1.406  0.361
18 H 2.230 0.982 3.519  0.345
19 H 0.939 0.172 3.712  0.331
20 O 1.379 0.781 3.107  -0.694

***

DFT (the ωB97M-V functional and the def2-TZVPD basis) results for a 2-piece molecular cluster, H2NO4P overall.

Properties
* frontier orbital gap (spin up / spin down): 5.890 / 6.276 eV
* ⟨S²⟩: 2.009
* charge: -2
* LUMO (spin up / spin down): 7.52 / 7.13 eV
* multiplicity: 3

Last column: Mulliken charge in e.
Positions of all 8 atoms, in Å:
1 N 0.626 -2.195 0.707  -0.400
2 O 2.748 0.938 0.226  -0.527
3 O 1.242 -0.186 -1.434  -0.562
4 O -0.257 2.592 1.031  -1.074
5 O 1.225 -1.026 1.068  -0.084
6 P 1.402 0.322 -0.032  0.285
7 H 0.748 -2.456 -0.268  0.206
8 H 0.322 2.888 1.702  0.158

***

DFT (the ωB97M-V functional and the def2-TZVPD basis) results for one molecule with the formula C7H12N4O2S.

Properties
* frontier orbital gap (spin up / spin down): 6.695 / 6.956 eV
* ⟨S²⟩: 2.011
* LUMO (spin up / spin down): 0.51 / -2.55 eV
* multiplicity: 3

Last column: Mulliken charge in e.
Positions of all 26 atoms, in Å:
1 C 0.960 0.794 1.704  0.215
2 C -1.123 0.957 -1.124  0.435
3 C 1.228 0.161 -0.575  1.930
4 C 0.497 -0.822 0.264  -0.831
5 C 2.597 -0.330 -1.186  -1.625
6 C 0.244 -2.273 -0.110  -1.284
7 C -2.837 0.119 0.274  -0.809
8 N 1.510 1.173 0.515  -0.315
9 N 0.370 -0.490 1.560  0.038
10 N 0.238 0.748 -1.466  -0.155
11 N -1.651 -0.051 -0.410  -0.101
12 O 1.063 1.438 2.697  -0.583
13 O -1.727 1.889 -1.615  -0.618
14 S -2.532 0.935 2.020  -0.204
15 H 3.298 0.526 -0.966  0.379
16 H 2.433 -0.571 -2.182  0.400
17 H 2.841 -1.159 -0.687  0.443
18 H -0.484 -2.761 0.663  0.285
19 H 1.311 -2.833 -0.048  0.283
20 H -0.326 -2.236 -1.057  0.333
21 H -3.234 -0.788 0.443  0.343
22 H -3.280 0.864 -0.455  0.484
23 H 1.368 2.123 0.299  0.252
24 H -0.460 -0.775 2.043  0.275
25 H 0.687 1.199 -2.213  0.259
26 H -2.989 2.165 1.614  0.171

***

DFT (the ωB97M-V functional and the def2-TZVPD basis) results for a 2-piece molecular cluster, C4H14N2O overall.

Properties
* frontier orbital gap: 10.236 eV
* LUMO: 0.99 eV
* structure (SMILES): CCCNCN.O

Last column: Mulliken charge in e.
Positions of all 21 atoms, in Å:
1 C -2.076 -1.867 -1.019  -1.126
2 C -1.537 -1.590 0.351  -0.383
3 C -1.030 -0.104 0.438  -0.822
4 N 0.040 0.285 -0.457  -0.451
5 C 1.389 -0.044 0.112  -0.587
6 N 2.454 0.254 -0.828  -0.667
7 H -1.355 -1.779 -1.817  0.352
8 H -2.530 -2.865 -1.037  0.323
9 H -2.849 -1.152 -1.305  0.311
10 H -0.648 -2.108 0.723  0.298
11 H -2.280 -1.605 1.128  0.310
12 H -1.895 0.516 0.182  0.382
13 H -0.759 0.126 1.460  0.371
14 H 0.141 -0.378 -1.227  0.255
15 H 1.378 -1.083 0.445  0.371
16 H 1.648 0.509 0.992  0.487
17 H 3.148 0.887 -0.451  0.260
18 H 2.152 0.770 -1.647  0.255
19 O 0.661 2.713 1.272  -0.698
20 H 0.687 1.942 0.688  0.438
21 H -0.240 2.697 1.614  0.320

***

DFT (the ωB97M-V functional and the def2-TZVPD basis) results for one molecule with the formula C5H6O2.

Properties
* frontier orbital gap: 8.876 eV
* LUMO: -0.81 eV

Last column: Mulliken charge in e.
Positions of all 13 atoms, in Å:
1 C 1.219 0.006 1.360  -1.016
2 C 0.049 0.627 0.666  0.367
3 O 0.670 0.790 -1.364  -0.559
4 C -0.191 0.029 -2.015  0.540
5 O -0.234 -0.274 -3.198  -0.591
6 C -1.224 -0.530 -1.048  -0.390
7 C -1.046 -0.205 0.227  -0.427
8 H 2.060 0.473 0.850  0.308
9 H 1.312 0.230 2.436  0.372
10 H 1.247 -1.076 1.211  0.331
11 H -0.290 1.567 1.147  0.313
12 H -2.007 -1.177 -1.427  0.408
13 H -1.565 -0.459 1.155  0.345

***

Max |F| (computed, eV Å⁻¹): 4.5; 4.3; 2.0; 5.4; 3.1; 1.7
Relative energy (zero: lowest compared OMol25 entry of this formula, charge and spin) (computed, kcal/mol): 4.5; 16.5; 7.8; 0.0; 40.8; 59.8